The following is a quantum chemistry calculation of the molecule C4H5NO in a non-equilibrium geometry, from the OMol25 dataset.

The energy above the lowest of the compared OMol25 structures with the same formula, charge and spin comes out at 31.39 kJ/mol. Its molar mass is 83.09 g/mol. The multiplicity is 3. For the HOMO energy (alpha / beta), the calculation gives -8.996 / -9.082 eV. For the maximum force, the calculation gives 5.273 eV/Å.

Bonds (Å) are listed after each position.
Geometry (Å):
1 C 0.3956 0.0496 -1.6629  C2 1.273, C3 1.534, H7 1.129
2 C 1.4860 -0.4233 -2.1202  C1 1.273, O6 1.138
3 C 0.0228 -0.3510 -0.2297  C1 1.534, C4 1.568, H8 1.149, H9 1.115
4 C 1.1143 0.2539 0.7201  C3 1.568, N5 1.302, H10 1.137, H11 1.127
5 N 1.2209 1.5335 0.5062  C4 1.302
6 O 2.3800 -1.0300 -2.4769  C2 1.138
7 H -0.1077 1.0067 -1.9871  C1 1.129
8 H -1.0288 -0.0308 0.1035  C3 1.149
9 H 0.0921 -1.4628 -0.2813  C3 1.115
10 H 0.7129 0.2177 1.7837  C4 1.137
11 H 1.9607 -0.4905 0.7469  C4 1.127

Here are the natural (NBO) charges for atoms 1 to 2, given in e: C -0.58; C 0.71

***

The following is a quantum chemistry calculation of a cluster of 2 separate species, C3H9F7P2 in total in a non-equilibrium geometry, from the OMol25 dataset.

Its molar mass is 240.04 g/mol. The multiplicity is 1. For the HOMO energy, the calculation gives -11.618 eV. For the maximum force, the calculation gives 1.782 eV/Å.

Bonds (Å) are listed after each position.
Geometry (Å):
1 C -1.3092 -0.8285 -1.0661  C2 1.545, H6 1.086, H7 1.088, H8 1.080
2 C -0.9393 0.2118 -2.1470  C1 1.545, C3 1.529, H9 1.089, H10 1.089
3 C 0.1982 1.0054 -1.5027  C2 1.529, F4 1.379, P5 1.843, H11 1.092
4 F 0.7134 2.0127 -2.2916  C3 1.379
5 P 1.6586 -0.0036 -1.0058  C3 1.843, H12 1.382, H13 1.380, H14 1.386
6 H -2.3581 -0.7692 -0.7893  C1 1.086
7 H -1.1360 -1.8608 -1.3630  C1 1.088
8 H -0.7177 -0.5534 -0.2058  C1 1.080
9 H -1.7216 0.9402 -2.3569  C2 1.089
10 H -0.6888 -0.2564 -3.0980  C2 1.089
11 H -0.1375 1.4440 -0.5611  C3 1.092
12 H 1.3473 -1.3113 -0.6865  P5 1.382
13 H 2.3215 0.5592 0.0659  P5 1.380
14 H 2.5465 -0.0155 -2.0698  P5 1.386
15 F 0.2555 -1.6810 2.4588  P16 1.651
16 P 0.0278 -0.0772 2.7756  F15 1.651, F17 1.635, F18 1.767, F19 1.633, F20 1.669, F21 1.630
17 F 0.8123 -0.4683 4.1560  P16 1.635
18 F 0.9007 0.0909 1.2487  P16 1.767
19 F -1.1675 0.4141 3.7738  P16 1.633
20 F -1.2566 -0.2741 1.7274  P16 1.669
21 F 0.6506 1.4209 2.9372  P16 1.630

Here are the natural (NBO) charges for atoms 1 to 2, given in e: C -0.64; C -0.45